Density functional theory data (ωB97M-V/def2-TZVPD) for 2 unconnected molecules or ions with the total composition C4H9ClO2 at a distorted geometry.

Last column: Mulliken charge in e.
Positions of all 16 atoms, in Å:
C -1.778 -0.120 1.112  -0.819
C 2.072 1.202 0.074  -0.709
C -1.513 -0.888 -0.225  -0.640
C 0.549 -0.470 -0.511  0.247
O 0.855 -0.816 -1.753  -0.465
O 0.740 0.792 -0.055  -0.278
Cl 1.401 -1.622 0.780  -0.253
H -2.805 0.052 1.250  0.383
H -1.139 0.713 1.016  0.260
H -1.611 -0.844 1.936  0.245
H 2.275 1.873 1.008  0.225
H 2.287 1.800 -0.826  0.220
H 2.594 0.291 0.330  0.412
H -1.983 -0.504 -1.112  0.362
H -1.405 -1.936 -0.177  0.409
H 1.891 -0.732 -1.945  0.401

The maximum force comes out at 4.92 eV/Å. The charge is 0. For the relative energy (zero: lowest compared OMol25 entry of this formula, charge and spin), the calculation gives 66.2 kcal per mole.

---

Density functional theory data (ωB97M-V/def2-TZVPD) for a gas-phase ion, C2H8NO3 (charge +1) at a distorted geometry.

Last column: Mulliken charge in e.
Positions of all 14 atoms, in Å:
C -0.483 -0.716 -0.334  -0.851
C 0.799 0.120 -0.017  0.775
N -1.571 0.098 0.136  -0.255
O 0.443 0.633 1.304  -0.592
O 0.786 1.057 -0.992  -0.501
O 1.951 -0.610 0.145  -0.523
H -0.500 -0.817 -1.392  0.448
H -0.440 -1.720 0.142  0.337
H -2.480 -0.370 -0.155  0.369
H -1.594 1.003 -0.383  0.352
H -1.424 0.243 1.187  0.379
H 1.179 0.299 1.864  0.355
H 1.309 1.879 -0.825  0.355
H 2.025 -1.100 -0.681  0.353

The maximum force comes out at 3.02 eV/Å. The charge is +1. For the relative energy (zero: lowest compared OMol25 entry of this formula, charge and spin), the calculation gives 23.1 kcal per mole.